This record from the Open Molecules 2025 dataset describes a cluster of 2 separate species, C16H21NO4 in total. The level of theory is ωB97M-V with the def2-TZVPD basis set.

Structure (XYZ):
```
42
C16H21NO4 | the Open Molecules 2025 dataset | ωB97M-V with the def2-TZVPD basis set
C 1.4408 1.6328 -0.0351
N 0.5715 0.6540 -0.6812
C 0.9520 0.2211 -2.0227
C -0.4880 0.1676 -0.0721
H 2.1957 1.9429 -0.7655
H 0.8733 2.5143 0.2926
H 1.9546 1.2075 0.8394
H 1.8087 0.8263 -2.3384
H 1.2480 -0.8383 -2.0430
H 0.1297 0.3631 -2.7374
H -1.0774 -0.6032 -0.5651
H -0.6982 0.4688 0.9514
C -5.6440 2.4223 -1.0413
C -6.8432 2.9816 -0.3003
C -7.3542 4.2771 -0.9449
O -7.9488 2.0400 -0.3398
C -7.7001 0.8493 0.3261
O -8.4080 -0.1089 0.1083
C -6.6340 0.8870 1.3289
C -6.5523 -0.2915 2.1956
C -5.5048 -1.2062 1.6107
C -4.1719 -0.9507 1.9319
C -3.1718 -1.6918 1.3076
C -3.5161 -2.6515 0.3455
C -4.8537 -2.8425 -0.0234
C -5.8548 -2.0984 0.5977
C -6.1900 2.1748 1.8319
O -5.6097 2.3365 2.9048
O -6.5325 3.2722 1.0672
H -5.3089 1.4849 -0.5818
H -5.9150 2.2436 -2.0861
H -4.8380 3.1594 -1.0085
H -8.2295 4.6674 -0.4230
H -6.5698 5.0320 -0.9186
H -7.6220 4.1042 -1.9877
H -6.2663 0.0534 3.1935
H -7.5385 -0.7639 2.1677
H -3.9541 -0.1474 2.6449
H -2.1365 -1.5161 1.5870
H -2.7366 -3.2498 -0.1178
H -5.1275 -3.5710 -0.7835
H -6.9066 -2.1614 0.2997
```

Properties
energy relative to the best compared isomer or geometry (same formula, charge and spin) = 5.107 eV
HOMO energy = -5.60 eV
DFT total energy = -26609.5360 eV
gap between HOMO and LUMO = 2.39 eV

Here are the Löwdin charges for atoms 1 to 2, given in e:
1 C 0.000
2 N -0.189

This record from the Open Molecules 2025 dataset describes a cluster of 5 separate species, C20H34N2O6S3 in total. The level of theory is ωB97M-V with the def2-TZVPD basis set.

Structure (XYZ):
```
65
C20H34N2O6S3 | the Open Molecules 2025 dataset | ωB97M-V with the def2-TZVPD basis set
C -1.1025 5.9042 -2.5685
C 0.2679 6.4512 -2.1957
C 1.3966 5.9000 -3.1292
S 0.4330 5.2018 -4.5518
O 0.4952 3.7790 -4.5616
O 0.9592 5.8647 -5.7084
C -1.2084 5.7680 -4.0357
H -1.8331 6.5835 -2.1294
H -1.3137 4.9203 -2.1497
H 0.4588 6.0982 -1.1823
H 0.2922 7.5402 -2.1550
H 1.9126 5.0840 -2.6233
H 2.1689 6.5851 -3.4787
H -2.0164 5.0983 -4.3304
H -1.2307 6.7076 -4.5878
C -6.4301 -0.5536 -1.1979
C -7.3046 0.5717 -0.6402
C -7.0801 0.5269 0.8730
S -6.8468 -1.2980 1.3288
O -8.0405 -1.8543 1.9310
O -5.5082 -1.4679 2.0245
C -6.6538 -1.8317 -0.4411
H -5.3849 -0.2489 -1.1455
H -6.6263 -0.6935 -2.2610
H -8.3469 0.3973 -0.9073
H -6.9765 1.4795 -1.1465
H -7.8787 0.9336 1.4935
H -6.2116 1.0231 1.3060
H -7.6874 -2.0697 -0.6921
H -5.9237 -2.6170 -0.6370
C 3.3190 -3.7695 4.8359
C 4.1307 -2.7506 5.6590
C 5.3970 -2.4666 4.9135
S 5.9151 -4.1297 4.2674
O 6.8370 -4.8615 5.1462
O 6.2619 -3.9719 2.8321
C 4.2248 -4.9038 4.3894
H 2.8956 -3.2436 3.9802
H 2.5437 -4.1275 5.5132
H 4.5352 -3.2161 6.5577
H 3.5483 -1.8883 5.9836
H 6.1454 -1.8908 5.4579
H 5.1785 -1.9492 3.9793
H 4.2728 -5.6755 5.1577
H 4.0198 -5.4532 3.4707
N 1.8029 -2.8187 -4.2002
C 2.9156 -3.5050 -3.7275
C 2.3752 -4.5651 -3.0613
C 0.9922 -4.5247 -2.9937
C 0.6926 -3.4575 -3.8231
H 1.7932 -1.9913 -4.7793
H 3.9318 -3.2476 -3.9873
H 3.0080 -5.2581 -2.5267
H 0.3112 -5.1829 -2.4746
H -0.2715 -3.1096 -4.1635
N 1.5602 0.4701 0.4649
C 0.5165 0.7780 1.3016
C 0.9839 1.7827 2.2089
C 2.4064 1.8758 1.9352
C 2.6754 1.2373 0.7051
H 1.5136 -0.1210 -0.3527
H -0.4203 0.2625 1.1493
H 0.4681 2.3026 3.0026
H 3.1229 2.4652 2.4880
H 3.6176 1.1215 0.1900
```

Properties
SMILES = O=S1(=O)CCCC1.O=S1(=O)CCCC1.O=S1(=O)CCCC1.c1cc[nH]c1.c1cc[nH]c1
energy relative to the best compared isomer or geometry (same formula, charge and spin) = 2.378 eV
HOMO energy = -8.29 eV
DFT total energy = -69058.4868 eV
gap between HOMO and LUMO = 8.42 eV

Here are the Löwdin charges for atoms 1 to 2, given in e:
1 C -0.256
2 C -0.212

This record from the Open Molecules 2025 dataset describes a cluster of 3 separate species, C5H16NO in total. The level of theory is ωB97M-V with the def2-TZVPD basis set.

Structure (XYZ):
```
23
C5H16NO | the Open Molecules 2025 dataset | ωB97M-V with the def2-TZVPD basis set
C -0.2494 1.4597 -0.7966
C 0.7027 0.2347 -1.0157
C 1.1976 -0.5950 0.1562
C 1.5558 0.2293 1.3909
C 2.3118 -1.5722 -0.2401
N -1.1519 1.4280 0.3663
H 0.3200 2.3710 -0.6216
H -0.8627 1.4626 -1.7035
H 0.2964 -0.3915 -1.8124
H 1.6663 0.7674 -1.3931
H 0.3427 -1.2102 0.4702
H 2.6633 0.2563 1.4619
H 1.2879 1.3344 1.3465
H 1.0400 -0.0771 2.2922
H 1.9661 -2.3477 -0.8665
H 2.7959 -2.1672 0.6217
H 3.1590 -0.9893 -0.7981
H -1.9288 2.0500 0.2311
H -1.6106 0.4053 0.2362
H -1.8449 -1.0949 -0.1654
H -4.7649 0.1848 0.5741
H -3.9941 -1.0515 0.0985
O -4.8982 -0.6868 0.1673
```

Properties
energy relative to the best compared isomer or geometry (same formula, charge and spin) = 9.274 eV
HOMO energy (alpha / beta) = -19.31 / -19.26 eV
spin multiplicity = 2
<S²> = 0.797
DFT total energy = -8952.5134 eV
gap between HOMO and LUMO (alpha / beta) = 4.04 / 4.03 eV
total charge = +2

Here are the Löwdin charges for atoms 1 to 2, given in e:
1 C -0.149
2 C -0.152